Record 1
Formula: C24H26BF4N6O3STi
Source: the OMol25 dataset
Level of theory: ωB97M-V with the def2-TZVPD basis set

```
! RIJCOSX wB97M-V def2-TZVPD def2/J DEFGRID3
* xyz -1 1
Ti -0.49616 1.62791 0.17280
O -0.88561 -2.21549 2.18199
C 0.31131 -2.21366 2.81522
C 0.63528 -3.29715 3.62215
C 1.86893 -3.36675 4.24491
C 2.78782 -2.34225 4.07264
C 2.46267 -1.24209 3.30861
C 1.22181 -1.14441 2.67194
C 0.86232 0.04085 1.91643
O -0.21531 0.04722 1.13434
N 1.52547 1.16788 2.05184
N 0.90575 2.10857 1.32919
C 1.25179 3.41780 1.34481
C 0.27337 4.22128 0.79352
C 0.31808 5.63559 0.62243
C -0.77743 6.29855 0.17336
C -1.95902 5.57671 -0.12113
C -1.94700 4.21654 0.02793
N -0.88504 3.52205 0.44384
H -0.92420 -1.35780 1.68438
H -0.10664 -4.07376 3.74696
H 2.11216 -4.22183 4.86339
H 3.76094 -2.40243 4.54096
H 3.15753 -0.43027 3.17030
H 2.15763 3.78120 1.81871
H 1.23805 6.15239 0.86390
H -0.76605 7.36980 0.03035
H -2.84283 6.08678 -0.46324
H -2.83963 3.63512 -0.19071
O -1.76500 0.68569 -0.85570
N -2.84181 0.06151 -0.43766
C -3.42462 -0.81413 -1.27702
C -4.56753 -1.49072 -0.93900
C -5.13777 -1.25203 0.31492
C -4.53884 -0.36000 1.16738
C -3.36113 0.32015 0.80850
S -2.60793 1.44141 1.82367
H -2.91626 -0.92651 -2.22394
H -5.01008 -2.18891 -1.63241
H -6.03772 -1.76606 0.61102
H -4.94073 -0.15133 2.14546
C 0.15582 -1.68910 -1.97993
C 0.61312 -2.93577 -2.77934
N 2.06403 -3.08827 -2.68905
C 2.43992 -3.28345 -1.29052
C 1.91164 -2.10611 -0.43499
N 1.30367 -1.10163 -1.29779
C 2.28717 -0.66962 -2.28741
C 2.70436 -1.86769 -3.17314
H -0.58607 -1.95974 -1.22101
H -0.26767 -0.92126 -2.63214
H 0.35133 -2.85307 -3.83798
H 0.16296 -3.85268 -2.38740
H 3.53057 -3.35512 -1.24922
H 2.01735 -4.23542 -0.95592
H 2.70401 -1.62043 0.13888
H 1.15347 -2.45180 0.26707
H 3.13603 -0.24441 -1.74682
H 1.84108 0.11389 -2.89288
H 3.78567 -2.03024 -3.15674
H 2.40239 -1.71780 -4.21277
F 1.01549 3.40126 -2.97815
B 0.24307 2.36310 -2.56298
F 0.83759 1.80271 -1.34256
F -1.02342 2.76858 -2.17488
F 0.15983 1.37664 -3.49936
*
```

Calculated values
frontier orbital gap (alpha / beta) = 5.582 / 6.035 eV
E_HOMO (alpha / beta) = -0.1109 / -0.1276 hartree
lowest unoccupied orbital energy (alpha / beta) = 2.56 / 2.56 eV

***

Record 2
Formula: C24H26ClHfN3
Source: the OMol25 dataset
Level of theory: ωB97M-V with the def2-TZVPD basis set

```
! RIJCOSX wB97M-V def2-TZVPD def2/J DEFGRID3
* xyz 2 1
C 5.43826 -3.25979 -3.43067
C 4.67713 -3.22666 -4.68130
C 6.42072 -2.20994 -3.14681
C 5.31488 -4.40560 -2.52688
Cl 1.19604 -1.87765 -1.54795
H 7.40908 -2.45193 -3.56998
H 6.56886 -2.07433 -2.06465
H 6.12163 -1.24488 -3.58346
H 5.22303 -3.72440 -5.49914
H 4.48661 -2.19473 -5.01478
H 3.71210 -3.74718 -4.58488
H 6.02616 -5.20545 -2.78933
H 4.30992 -4.85243 -2.57024
H 5.52935 -4.12605 -1.48373
C -0.24353 1.74390 -1.47901
C 1.00613 2.06785 -0.80435
C 2.06493 1.49054 -1.60512
H 1.13354 2.89228 -0.11266
C 1.48210 0.94343 -2.78448
C 0.06614 1.07978 -2.70470
H -0.67289 0.86294 -3.48537
H -1.21675 2.14321 -1.22183
H 3.12645 1.58540 -1.39701
H 2.02776 0.56519 -3.64010
C 0.60592 -1.25914 2.01604
C 0.87408 0.15186 2.05772
C 2.16710 0.37714 1.47807
H 0.34817 0.92779 2.59734
C 2.72092 -0.90500 1.13717
C 1.75798 -1.89826 1.45212
H 1.89294 -2.96983 1.39296
H -0.22901 -1.77589 2.48507
H 2.68737 1.31565 1.55649
H 3.72405 -1.07976 0.77996
Hf 0.43752 -0.10939 -0.20717
N -9.16418 3.34318 5.07536
C -8.28470 2.89710 4.44133
C -7.21566 2.32622 3.62297
C -6.47215 1.21302 4.06441
C -5.38457 0.75756 3.30684
C -4.96716 1.46347 2.18925
C -5.80295 2.44488 1.63839
C -6.96152 2.85413 2.32797
N -3.59115 1.38317 1.67571
C -2.67951 2.45596 1.72628
C -1.47154 1.97685 1.35269
N -1.59380 0.64574 0.89571
C -2.87140 0.31072 1.19752
H -6.77135 0.72518 4.98441
H -4.85105 -0.13043 3.58918
H -5.60261 2.88252 0.65592
H -7.67474 3.58616 1.91168
H -2.95024 3.44316 2.04677
H -0.52210 2.49790 1.31753
H -3.36230 -0.62517 0.96271
*
```

Calculated values
frontier orbital gap = 5.601 eV
E_HOMO = -0.5028 hartree
lowest unoccupied orbital energy = -8.08 eV